1.
Density functional theory data (wB97M-V/def2-TZVPD) for a structure of composition C5H13F2N3O7S2 at a distorted geometry.

Cartesian coordinates (Å):
S 3.6728 1.4049 -3.8615
S 2.2255 -0.7960 -4.2421
F 3.2044 2.8699 -3.4307
F 2.8463 -0.7635 -5.7054
O 0.6452 -0.8387 -0.7441
O 4.2112 1.5987 -5.1652
O 3.1029 -1.6642 -3.5220
O 4.5705 1.0294 -2.8163
O -0.9368 -2.4017 -0.3453
O -2.9563 1.2070 3.2490
O 0.8950 -1.2614 -4.4700
N -0.0322 0.6290 3.0929
N 2.2429 0.7176 -3.8120
N -0.0609 0.2946 1.6961
C -2.5538 0.2930 1.0986
C -0.0334 -1.4745 0.0289
C -3.0343 0.0213 2.4902
C 0.0488 -1.1676 1.5121
C -1.1999 0.9553 0.9652
H -1.2107 1.9872 1.2682
H -0.6497 -1.7157 2.1163
H 1.0431 -1.4411 1.8292
H -3.4337 1.0682 4.0605
H -2.5953 -0.5905 0.4873
H -0.8855 -3.1637 0.2370
H -4.0677 -0.2930 2.4168
H -3.2540 0.9790 0.6523
H -0.9176 0.9517 -0.0727
H 0.6801 0.0726 3.5434
H 0.7883 0.6710 1.2706
H 0.1590 1.6142 3.1909
H -2.5139 -0.7930 2.9817

Summary:
Lowest unoccupied orbital energy   -1.19 eV

natural (NBO) population analysis, charges in e, atoms 1 to 2:
1 S 2.51
2 S 2.52



2.
Density functional theory data (wB97M-V/def2-TZVPD) for a cluster of 2 separate species, C9H14O in total at a distorted geometry.

Cartesian coordinates (Å):
O 4.0462 0.9875 -0.9500
C -2.3521 -0.7668 -1.9756
C 1.1729 1.3627 1.2710
C -3.0490 -0.5022 -0.6028
C 2.2242 -0.5289 -0.4926
C -0.6585 -0.1315 1.9920
C 0.5385 0.1361 1.1233
C 2.8261 0.6973 -0.3029
C 2.3424 1.6353 0.5864
C 1.1110 -0.8307 0.3141
H -3.1739 -1.4387 -0.0443
H -2.2291 0.1644 -2.5055
H -1.2469 0.7059 2.3586
H 0.6997 -1.8362 0.2672
H -2.8023 -1.6352 -2.3966
H -2.3877 0.1066 -0.0024
H -0.3849 -0.7770 2.8199
H 3.8467 1.1929 -1.8826
H 2.8707 2.5127 0.9232
H -1.4605 -0.6633 1.4029
H 2.6565 -1.3209 -1.0911
H -4.0037 -0.0612 -0.8352
H -1.3468 -1.2005 -1.8191
H 0.7606 2.1918 1.8422

Summary:
Lowest unoccupied orbital energy   0.90 eV

natural (NBO) population analysis, charges in e, atoms 1 to 2:
1 O -0.71
2 C -0.61



3.
Density functional theory data (wB97M-V/def2-TZVPD) for an isolated molecule of CH2Cl2O3 at a distorted geometry.

Cartesian coordinates (Å):
Cl -1.7324 1.9394 -1.3483
Cl 2.4268 1.6534 -0.1368
O 1.3542 0.2655 -0.2174
O -0.3788 0.9082 -1.5454
O -0.5593 -0.7723 0.0428
C -0.0106 0.4552 -0.2900
H -0.3200 1.2956 0.4356
H -0.3237 -1.3901 -0.6186

Summary:
Lowest unoccupied orbital energy   -0.84 eV

natural (NBO) population analysis, charges in e, atoms 1 to 2:
1 Cl 0.24
2 Cl 0.23



4.
Density functional theory data (wB97M-V/def2-TZVPD) for a cluster of 2 separate species, C11H17ClNP in total at a distorted geometry.

Cartesian coordinates (Å):
Cl 1.8617 -0.9703 -3.0787
P 0.5843 0.1189 -2.0634
N -0.5538 -0.9661 -1.6351
C 0.6533 0.8267 1.9701
C 1.0793 3.5943 1.6374
C 1.6076 1.2799 1.0046
C -2.0881 -0.4165 0.3164
C 1.8004 2.6818 0.8772
C 2.3538 0.3969 0.2692
C -0.7158 -3.3225 -2.3868
C -1.9068 -0.6830 -1.2009
C -0.0141 1.7077 2.7619
C 0.1411 3.0664 2.5271
C -0.2058 -2.2875 -1.3084
H 3.0848 0.8429 -0.2468
H -2.6442 -1.4588 -1.2636
H 0.9505 -2.4989 -1.3010
H -2.2140 -1.2515 0.8683
H -1.7523 -3.2099 -2.6249
H 0.5464 -0.1463 2.1086
H -0.3839 3.7027 3.0603
H -0.2897 -3.1968 -3.5120
H 1.2774 4.6575 1.3812
H -2.1825 0.1940 -1.7345
H -1.1413 0.0491 0.6081
H -2.8690 0.2379 0.6736
H -0.6922 1.3916 3.6781
H 2.4799 3.1525 0.2796
H -0.3745 -4.3528 -2.0787
H 2.2587 -0.5551 0.6509
H -0.6514 -2.5848 -0.2377

Summary:
Lowest unoccupied orbital energy (spin up / spin down)   -0.26 / 0.10 eV

natural (NBO) population analysis, charges in e, atoms 1 to 2:
1 Cl -0.29
2 P 0.80



5.
Density functional theory data (wB97M-V/def2-TZVPD) for a structure of composition C10H17BiClN2O2Si at a distorted geometry.

Cartesian coordinates (Å):
Bi 1.2365 -0.1800 -2.0031
Cl -5.5585 2.4132 -0.6040
Si 3.4141 -0.0346 -0.4780
O 0.5496 2.5075 0.9522
O 0.5159 1.6125 -1.0884
N -3.0781 -0.6246 -0.2034
N -0.1350 -0.8423 -0.2654
C 4.6265 -1.0430 -1.4747
C 3.6817 1.7707 -0.4065
C -0.1772 0.2156 0.7687
C -4.8907 0.9121 -0.3337
C 0.3376 1.5489 0.2028
C -5.0803 -1.2289 0.8575
C 3.0675 -0.6822 1.1951
C -5.6421 -0.0425 0.3758
C -3.7886 -1.4978 0.5128
C -3.5452 0.5695 -0.5828
H 4.6981 1.9017 0.0261
H -5.6790 -1.9076 1.5270
H 3.9581 -0.9737 1.7369
H -1.1278 -1.0495 -0.5650
H 4.2288 -2.0627 -1.4950
H -2.9481 1.2608 -1.2107
H 0.1013 -1.7192 0.1493
H -1.2116 0.3953 1.0883
H 2.9219 2.2253 0.2567
H 2.5104 -1.5952 1.2558
H 0.3639 -0.0547 1.6824
H 4.6931 -0.7032 -2.4787
H -6.6938 0.1951 0.5661
H 2.6223 0.1302 1.8276
H 5.6048 -1.0823 -1.0890
H -3.2802 -2.4382 0.7263
H 3.7040 2.1036 -1.4290

Summary:
Lowest unoccupied orbital energy   -4.76 eV
Net charge   +1

natural (NBO) population analysis, charges in e, atoms 1 to 2:
1 Bi 1.18
2 Cl 0.10



6.
Density functional theory data (wB97M-V/def2-TZVPD) for an isolated molecule of CH3N3O at a distorted geometry.

Cartesian coordinates (Å):
O 0.8760 1.1894 0.3264
N -0.2935 1.0556 -0.5121
N 1.8581 0.2527 0.1008
N -2.4200 0.2188 0.2705
C -1.3239 0.6788 -0.0008
H 2.6464 0.6123 -0.4421
H -3.3125 0.6626 0.4550
H 1.4626 -0.7455 -0.1438

Summary:
Lowest unoccupied orbital energy (spin up / spin down)   0.87 / -2.40 eV
⟨S²⟩   2.010
Multiplicity   3

natural (NBO) population analysis, charges in e, atoms 1 to 2:
1 O -0.10
2 N -0.30



7.
Density functional theory data (wB97M-V/def2-TZVPD) for a cluster of 5 separate species, C5H22N2O4S in total at a distorted geometry.

Cartesian coordinates (Å):
S 2.5544 -0.3905 -3.0717
O 1.5296 1.9114 1.9159
O 0.8302 -1.3221 3.1541
O 0.6655 -3.4597 1.3686
O 0.3507 3.5588 -0.2740
N -1.9881 1.1609 -0.3758
N 0.2671 -1.6780 -1.1633
C 2.6371 -0.9164 -1.3329
C -3.1004 1.4106 0.6364
C -1.7197 -0.2563 -0.3103
C 1.2606 -0.7606 -0.4962
C -0.9484 -0.8271 -1.5789
H 0.6977 1.9655 1.3865
H -4.1555 1.1833 0.1565
H -3.0683 2.4144 1.0815
H 1.2277 2.0711 2.7986
H 0.9364 0.2841 -0.4601
H 1.3995 -1.2786 0.4805
H 0.4139 -3.0767 0.5407
H -1.0868 -0.3622 0.6097
H 0.5716 -2.1982 -1.9878
H 3.3962 -0.3956 -0.5606
H 0.4582 -0.5591 2.7711
H -0.3981 -0.0833 -2.2478
H 0.4869 4.0514 -1.1375
H 0.4779 -2.7929 1.9866
H -2.5014 1.5219 -1.2791
H -3.1059 0.6094 1.3951
H 1.7155 -1.1114 3.0085
H -2.6747 -0.8782 -0.1090
H -1.5716 -1.2862 -2.2617
H 1.8377 0.6942 -2.7408
H 2.8617 -2.0115 -1.3453
H -0.2572 2.8073 -0.5576

Summary:
Lowest unoccupied orbital energy   0.31 eV

natural (NBO) population analysis, charges in e, atoms 1 to 2:
1 S -0.01
2 O -0.94



8.
Density functional theory data (wB97M-V/def2-TZVPD) for a cluster of 2 separate species, C3H11NOS2 in total at a distorted geometry.

Cartesian coordinates (Å):
S -2.0791 0.8606 -0.8391
S -3.4970 -0.0399 0.4056
O 0.2631 -4.7480 -1.0376
N 0.9981 0.0942 -0.4615
C -0.8625 1.2948 0.4107
C 1.5829 2.0965 0.7860
C 0.4869 1.4360 -0.1618
H 1.9195 1.1653 1.3547
H 0.9178 -4.9077 -0.3183
H -0.7438 0.4718 1.1302
H -0.2042 -5.5265 -1.0428
H 1.1587 2.9003 1.3773
H 1.0184 0.0093 -1.5561
H 2.5872 2.3381 0.2735
H -1.1782 2.1399 0.9681
H -3.2876 -1.1533 -0.3012
H 0.5032 2.1212 -1.0494
H 0.4167 -0.5528 0.0615

Summary:
Lowest unoccupied orbital energy (spin up / spin down)   -5.24 / -8.67 eV
⟨S²⟩   0.754
Multiplicity   2
Net charge   +1

natural (NBO) population analysis, charges in e, atoms 1 to 2:
1 S 0.63
2 S 0.12